# 1
A structure of composition C25H23CeClOP in a non-equilibrium geometry, computed with the ωB97M-V functional and the def2-TZVPD basis.

Last column: Mulliken charge in e.
Positions of all 52 atoms, in Å:
1 C -0.927 -1.340 2.036  -0.54
2 C -0.653 -1.137 0.631  -0.34
3 C 0.688 -1.595 0.384  -0.12
4 H -1.333 -0.737 -0.125  0.50
5 C 1.244 -2.031 1.636  -0.73
6 C 0.265 -1.847 2.667  -0.60
7 H 0.354 -2.190 3.701  0.50
8 H -1.870 -1.174 2.543  0.42
9 H 1.144 -1.633 -0.611  0.32
10 H 2.203 -2.529 1.800  0.42
11 Ce 0.637 0.507 1.893  1.12
12 Cl 2.741 1.073 0.547  -0.53
13 P -0.044 0.421 -2.893  0.85
14 C 1.217 -0.664 -3.589  -0.13
15 C 0.969 -1.477 -4.709  -0.06
16 H -0.005 -1.433 -5.205  0.43
17 C 1.973 -2.334 -5.163  -0.59
18 H 1.773 -2.972 -6.022  0.39
19 C 3.217 -2.376 -4.524  -0.46
20 H 3.993 -3.052 -4.884  0.37
21 C 3.470 -1.544 -3.426  -0.62
22 H 4.443 -1.547 -2.936  0.41
23 C 2.474 -0.708 -2.936  -0.25
24 H 2.647 -0.090 -2.048  0.25
25 C -1.667 -0.108 -3.447  0.37
26 C -2.035 -1.464 -3.272  -0.42
27 H -1.305 -2.187 -2.893  0.46
28 C -3.334 -1.857 -3.581  -0.61
29 H -3.603 -2.906 -3.483  0.38
30 C -4.279 -0.917 -4.007  -0.53
31 H -5.295 -1.233 -4.247  0.37
32 C -3.916 0.428 -4.141  -0.47
33 H -4.646 1.167 -4.465  0.39
34 C -2.618 0.848 -3.860  -0.67
35 H -2.322 1.897 -3.957  0.34
36 C 0.311 2.088 -3.460  -0.07
37 C 0.899 2.289 -4.721  -0.35
38 H 1.142 1.427 -5.350  0.37
39 C 1.168 3.590 -5.143  -0.54
40 H 1.618 3.744 -6.122  0.38
41 C 0.860 4.681 -4.325  -0.49
42 H 1.071 5.693 -4.671  0.36
43 C 0.282 4.477 -3.066  -0.48
44 H 0.026 5.325 -2.433  0.41
45 C 0.038 3.186 -2.608  -0.19
46 H -0.354 3.004 -1.602  0.41
47 C -3.152 1.629 2.311  -1.29
48 C -1.717 1.536 1.860  0.56
49 O -1.050 2.178 1.031  -0.62
50 H -3.780 0.991 1.665  0.28
51 H -3.591 2.643 2.379  0.36
52 H -3.173 1.153 3.304  0.30

Its HOMO energy (alpha / beta) is -7.11 / -7.11 eV. The LUMO energy (alpha / beta) is -0.42 / -0.42 eV. The spin multiplicity is 2. As for the net charge: 0. Its electronic energy is -2318.339129 hartree.

***

# 2
A structure of composition C2H3O4P in a non-equilibrium geometry, computed with the ωB97M-V functional and the def2-TZVPD basis.

Last column: Mulliken charge in e.
Positions of all 10 atoms, in Å:
1 C 0.862 0.108 1.233  0.76
2 C 0.086 0.825 0.262  -1.26
3 O 1.560 -0.902 0.819  -0.80
4 O -2.210 -0.024 -1.953  -0.62
5 O 0.852 0.403 2.514  -0.80
6 O -0.186 -1.414 -1.326  -0.40
7 P -1.521 -0.613 -0.696  0.03
8 H 0.472 1.134 -0.686  0.32
9 H -0.442 1.779 0.499  0.37
10 H 0.527 -1.295 -0.665  0.40

Its HOMO energy is 1.00 eV. The LUMO energy is 7.35 eV. As for the net charge: -2. The value obtained for the energy above the lowest of the compared OMol25 structures with the same formula, charge and spin is 0.839 eV. Its electronic energy is -720.330595 hartree.

***

# 3
A cluster of 2 separate species, C4H10N2O2 in total in a non-equilibrium geometry, computed with the ωB97M-V functional and the def2-TZVPD basis.

Last column: Mulliken charge in e.
Positions of all 18 atoms, in Å:
1 C 1.512 1.642 -0.930  -1.12
2 C -1.097 -0.348 -1.307  -0.54
3 C 1.293 0.245 -0.416  0.40
4 O 2.050 -0.681 -0.573  -0.57
5 H 0.562 2.157 -1.060  0.27
6 H 2.083 1.618 -1.859  0.36
7 H 2.097 2.186 -0.184  0.32
8 H -1.321 0.670 -1.015  0.33
9 H -1.978 -0.963 -1.427  0.32
10 H -0.358 -0.467 -2.093  0.27
11 N -0.755 -1.104 0.526  -0.09
12 N -1.633 -1.568 1.529  -0.73
13 C 0.223 0.198 1.110  0.09
14 O -0.375 1.249 1.344  -0.67
15 H -0.029 -1.772 0.275  0.35
16 H -2.073 -0.763 1.968  0.29
17 H -1.148 -2.097 2.257  0.28
18 H 0.946 -0.203 1.855  0.44

Its HOMO energy is -7.39 eV. The LUMO energy is -0.52 eV. As for the net charge: 0. The value obtained for the energy above the lowest of the compared OMol25 structures with the same formula, charge and spin is 6.992 eV. Its electronic energy is -418.204002 hartree.

***

# 4
A cluster of 5 separate species, C3H15NO4 in total in a non-equilibrium geometry, computed with the ωB97M-V functional and the def2-TZVPD basis.

Last column: Mulliken charge in e.
Positions of all 23 atoms, in Å:
1 C -1.944 1.966 -1.313  -1.12
2 C -0.654 1.250 -0.958  -0.13
3 C 0.322 1.262 -1.859  -0.90
4 N 1.600 0.657 -1.477  -0.69
5 H -2.730 1.859 -0.567  0.34
6 H -1.809 3.025 -1.523  0.32
7 H -2.352 1.473 -2.195  0.29
8 H -0.548 0.732 -0.008  0.58
9 H 0.362 1.866 -2.758  0.27
10 H 2.228 0.599 -2.256  0.27
11 H 2.052 1.324 -0.854  0.38
12 H 1.323 -3.708 -0.203  0.38
13 H -0.151 -3.952 -0.490  0.36
14 O 0.529 -4.055 0.174  -0.82
15 H 1.709 -1.257 -0.190  0.35
16 H 1.719 -2.223 1.017  0.38
17 O 2.234 -1.940 0.259  -0.77
18 H -1.283 -0.262 2.139  0.28
19 H -0.693 -1.626 1.267  0.18
20 O -1.047 -0.745 1.339  -0.60
21 H 0.068 0.608 3.784  0.61
22 H -0.256 1.969 3.153  0.53
23 O -0.679 1.177 3.519  -1.48

Its HOMO energy (alpha / beta) is 0.79 / -5.78 eV. The LUMO energy (alpha / beta) is 3.45 / 3.29 eV. The spin multiplicity is 2. As for the net charge: -1. The value obtained for the energy above the lowest of the compared OMol25 structures with the same formula, charge and spin is 1.094 eV. Its electronic energy is -478.941945 hartree.

***

# 5
A cluster of 2 separate species, C4H10N2O in total in a non-equilibrium geometry, computed with the ωB97M-V functional and the def2-TZVPD basis.

Last column: Mulliken charge in e.
Positions of all 17 atoms, in Å:
1 C 0.106 1.931 0.294  -1.23
2 C -0.476 0.507 0.054  0.13
3 C 0.082 -0.230 -1.181  -0.81
4 N -0.210 -0.195 1.381  -0.43
5 C 1.062 -0.378 1.908  0.16
6 N -2.056 -1.337 -2.584  -0.65
7 O 2.111 -0.283 1.360  -0.36
8 H 0.141 2.752 -0.421  0.34
9 H 1.084 1.616 0.640  0.35
10 H -0.537 2.394 1.055  0.29
11 H -1.563 0.392 0.036  0.43
12 H 0.527 0.585 -1.746  0.28
13 H 0.806 -0.991 -0.884  0.24
14 H -0.813 -0.728 -1.696  0.14
15 H -0.623 -1.120 1.297  0.28
16 H -1.774 -1.636 -3.519  -0.07
17 H -3.003 -1.707 -2.484  -0.12

Its HOMO energy (alpha / beta) is -1.88 / -1.88 eV. The LUMO energy (alpha / beta) is 3.86 / 2.96 eV. The spin multiplicity is 2. As for the net charge: -1. The value obtained for the energy above the lowest of the compared OMol25 structures with the same formula, charge and spin is 2.420 eV. Its electronic energy is -343.033643 hartree.

***

# 6
A structure of composition C45H60GeN9OPS2Sn, computed with the ωB97M-V functional and the def2-TZVPD basis.

Last column: Mulliken charge in e.
Positions of all 120 atoms, in Å:
1 Sn 0.577 -0.668 0.482  1.02
2 C -1.669 -0.136 6.492  -1.15
3 N -0.545 -0.364 5.619  0.61
4 C 0.333 -1.453 5.999  -1.03
5 P -0.239 0.415 4.170  -0.04
6 O 0.328 -0.547 3.197  -0.50
7 N -1.739 1.106 3.841  0.43
8 C -2.586 0.188 3.072  -0.99
9 C -1.746 2.465 3.273  -1.19
10 N 0.839 1.626 4.549  0.43
11 C 0.706 2.430 5.742  -1.03
12 C 1.596 2.260 3.476  -0.68
13 H -2.310 -1.025 6.554  0.30
14 H -2.261 0.690 6.108  0.34
15 H -1.334 0.102 7.511  0.36
16 H -0.225 -2.390 6.109  0.30
17 H 0.839 -1.244 6.950  0.27
18 H 1.081 -1.589 5.221  0.23
19 H -2.440 -0.836 3.420  0.37
20 H -2.338 0.223 2.006  -0.04
21 H -3.636 0.469 3.197  0.52
22 H -1.263 3.158 3.964  0.19
23 H -2.788 2.772 3.150  0.37
24 H -1.251 2.503 2.292  0.45
25 H 0.030 1.947 6.446  0.21
26 H 0.325 3.435 5.520  0.35
27 H 1.684 2.545 6.221  0.31
28 H 1.498 1.680 2.565  -0.19
29 H 2.655 2.318 3.746  0.41
30 H 1.232 3.275 3.275  0.31
31 N 10.458 4.288 -0.915  -0.75
32 C 9.504 3.652 -0.711  0.33
33 C 8.371 2.872 -0.450  0.23
34 C 7.047 3.334 -0.721  -0.79
35 C 5.955 2.561 -0.447  0.03
36 C 6.096 1.266 0.117  0.99
37 C 7.407 0.798 0.390  -0.64
38 C 8.502 1.566 0.116  -1.04
39 N 4.968 0.494 0.439  0.42
40 C 4.953 -0.859 0.731  -0.56
41 C 3.669 -1.181 1.057  -0.79
42 N 2.889 -0.062 0.991  0.03
43 C 3.692 0.921 0.603  -0.94
44 H 6.918 4.317 -1.156  0.39
45 H 4.967 2.938 -0.684  -0.07
46 H 7.551 -0.176 0.841  0.22
47 H 9.493 1.189 0.336  0.38
48 H 5.821 -1.482 0.639  0.32
49 H 3.250 -2.133 1.341  0.56
50 H 3.372 1.942 0.481  0.73
51 C 0.150 -6.379 -3.630  -1.13
52 C -0.565 -6.581 -2.295  -0.21
53 C 0.224 -6.063 -1.092  -0.65
54 C 0.515 -4.557 -1.141  -1.02
55 N -0.660 -3.748 -1.421  -0.01
56 C -1.603 -3.454 -0.518  0.44
57 S -1.595 -4.087 1.034  -0.41
58 N -2.622 -2.660 -0.955  0.80
59 C -3.550 -2.013 -0.038  -0.30
60 C -4.779 -2.845 0.341  -0.72
61 C -5.789 -3.054 -0.794  -0.39
62 C -5.372 -4.121 -1.806  -1.04
63 H -0.397 -6.878 -4.434  0.38
64 H 1.160 -6.797 -3.594  0.26
65 H 0.228 -5.320 -3.877  0.25
66 H -0.762 -7.647 -2.138  0.38
67 H -1.532 -6.072 -2.321  0.08
68 H 1.181 -6.592 -1.022  0.48
69 H -0.349 -6.264 -0.187  0.26
70 H 1.233 -4.336 -1.927  0.59
71 H 0.941 -4.242 -0.185  0.05
72 H -0.640 -3.261 -2.312  0.07
73 H -2.466 -2.195 -1.840  -0.25
74 H -3.871 -1.086 -0.510  0.09
75 H -3.011 -1.762 0.878  -0.07
76 H -5.274 -2.303 1.155  0.38
77 H -4.441 -3.801 0.740  0.32
78 H -5.937 -2.097 -1.305  0.21
79 H -6.748 -3.346 -0.352  0.35
80 H -4.392 -3.896 -2.221  0.14
81 H -6.089 -4.176 -2.629  0.37
82 H -5.319 -5.099 -1.322  0.31
83 C -0.152 1.293 0.230  -1.57
84 Ge -0.971 1.900 -1.380  2.67
85 C -2.037 0.832 -2.713  0.70
86 C -3.418 0.640 -2.737  -0.35
87 C -4.011 -0.230 -3.646  -0.77
88 C -3.228 -0.961 -4.528  -0.51
89 C -1.845 -0.808 -4.503  -0.93
90 C -1.268 0.082 -3.609  -0.70
91 C 0.455 2.647 -2.552  -0.43
92 C 0.221 3.042 -3.865  -0.03
93 C 1.253 3.514 -4.665  -0.64
94 C 2.543 3.597 -4.157  -0.71
95 C 2.796 3.199 -2.852  -0.06
96 C 1.756 2.733 -2.062  -0.04
97 C -1.998 3.567 -0.910  0.08
98 C -1.305 4.493 -0.128  -0.54
99 C -1.886 5.686 0.274  -0.68
100 C -3.198 5.976 -0.081  -0.39
101 C -3.905 5.072 -0.859  -0.73
102 C -3.306 3.885 -1.267  -0.05
103 H -4.051 1.182 -2.043  0.06
104 H -5.089 -0.350 -3.661  0.35
105 H -3.686 -1.656 -5.222  0.38
106 H -1.212 -1.395 -5.157  0.40
107 H -0.189 0.196 -3.607  0.39
108 H -0.782 2.972 -4.276  0.35
109 H 1.059 3.805 -5.692  0.36
110 H 3.351 3.963 -4.779  0.38
111 H 3.808 3.230 -2.464  0.39
112 H 1.943 2.399 -1.046  -0.28
113 H -0.284 4.262 0.160  0.28
114 H -1.321 6.395 0.869  0.36
115 H -3.665 6.900 0.242  0.36
116 H -4.927 5.292 -1.148  0.37
117 H -3.871 3.206 -1.896  0.22
118 S 2.138 -1.029 -2.196  -0.17
119 C 1.364 -1.890 -3.346  0.17
120 N 0.810 -2.504 -4.175  -0.77

Its HOMO energy (alpha / beta) is -2.06 / 0.13 eV. The LUMO energy (alpha / beta) is 3.69 / 3.69 eV. As for the net charge: -2. The value obtained for the energy above the lowest of the compared OMol25 structures with the same formula, charge and spin is 0.957 eV. Its electronic energy is -5747.770371 hartree.